Entry 1:
22
Properties=species:S:1:pos:R:3 method="wB97M-V/def2-TZVPD" gap_ha=0.346 homo_energy_ha=-0.3499 de_lowest_kcal_mol=76.5
C -2.906 0.639 -0.216
C -1.886 1.303 0.486
C -2.860 -0.680 -0.540
C -0.642 0.689 0.577
C -1.662 -1.355 -0.403
C -0.545 -0.619 0.005
C 3.918 0.677 0.547
C 4.130 -0.751 0.227
C 0.728 -1.349 0.163
N 1.848 -0.730 0.146
N 4.568 1.635 0.012
O 5.625 1.428 -0.864
O 5.131 -1.358 -0.070
O 3.002 -1.539 0.307
H -3.821 1.313 -0.339
H -1.948 2.346 0.872
H -3.716 -1.075 -0.887
H 0.310 0.902 0.976
H -1.687 -2.345 -0.633
H 3.049 0.795 1.239
H 5.687 0.530 -0.918
H 0.722 -2.382 0.262


Entry 2:
12
Properties=species:S:1:pos:R:3 method="wB97M-V/def2-TZVPD" gap_ha=0.351 homo_energy_ha=-0.3199 de_lowest_kcal_mol=76.9
C 1.331 1.044 -0.905
C -0.422 0.202 1.890
O -0.281 -1.005 1.424
C -1.145 -1.364 0.334
H 0.965 0.955 -1.932
H 2.116 1.804 -0.869
H 1.742 0.084 -0.576
H 0.509 1.333 -0.243
H 0.357 0.227 2.692
H -1.878 -0.568 0.182
H -0.522 -1.495 -0.554
H -1.626 -2.308 0.596


Entry 3:
29
Properties=species:S:1:pos:R:3 method="wB97M-V/def2-TZVPD" gap_ha=0.305 homo_energy_ha=-0.3002 de_lowest_kcal_mol=50.3
C 5.188 0.088 0.726
C 3.480 -0.905 -0.677
C 2.108 -0.257 -0.040
C -0.284 -0.132 -0.669
C -1.180 -1.220 -0.623
C -2.464 -0.787 -0.308
C -4.647 -1.055 0.486
C -4.237 0.479 0.370
C -2.785 0.471 0.063
C -1.914 1.527 0.051
C -0.650 1.276 -0.654
H 6.015 -0.456 1.283
H 4.561 0.745 1.616
H 5.328 0.803 -0.189
H 3.941 -0.328 -1.486
H 3.254 -1.994 -0.791
H 2.003 -1.006 0.642
H 2.114 0.674 0.574
H -0.836 -2.207 -1.234
H -4.382 -1.295 1.533
H -5.751 -1.125 0.294
H -4.896 1.140 -0.184
H -4.467 0.782 1.506
H -2.003 2.480 0.463
H 0.164 3.216 -1.012
O 4.484 -1.057 0.323
O 1.073 -0.253 -1.038
O -3.666 -1.680 -0.441
O 0.451 2.075 -0.581


Entry 4:
13
Properties=species:S:1:pos:R:3 method="wB97M-V/def2-TZVPD" gap_ha=0.349 homo_energy_ha=-0.3290 de_lowest_kcal_mol=104.4
C 1.514 1.826 -0.243
C 0.179 -1.209 0.838
C -1.197 -1.410 0.320
C -1.885 -0.709 -0.640
H 1.163 2.320 -1.239
H 1.147 2.473 0.757
H 2.722 1.596 -0.110
H 0.604 -1.989 1.505
H -1.720 -2.272 0.820
H -1.439 0.148 -1.195
H -2.832 -1.066 -0.981
N 1.069 -0.284 0.580
O 0.674 0.576 -0.409


Entry 5:
133
Properties=species:S:1:pos:R:3 method="wB97M-V/def2-TZVPD" gap_ha=0.306 homo_energy_ha=-0.3649 charge=+1 de_lowest_kcal_mol=1.6
Pt 0.277 -0.375 -0.033
C 0.440 -2.472 -3.579
C 1.526 -1.467 -3.182
C 2.436 -2.132 -2.140
C 2.375 -1.154 -4.420
P 0.743 0.015 -2.327
C 2.098 1.304 -2.355
N 2.585 1.375 -1.007
B 1.930 0.708 0.070
N 2.750 0.924 1.216
C 2.453 0.352 2.496
P 0.845 -0.584 2.279
C -0.220 0.253 3.569
C 0.311 0.138 5.001
C -0.263 1.732 3.164
C -1.655 -0.267 3.504
C 1.334 -2.319 2.759
C 1.971 -2.451 4.147
C 0.120 -3.247 2.683
C 2.367 -2.766 1.712
C 3.857 1.690 0.847
C 4.927 2.154 1.587
C 5.898 2.909 0.932
C 5.795 3.189 -0.425
C 4.718 2.723 -1.177
C 3.754 1.971 -0.533
C -0.620 0.757 -3.368
C -1.909 -0.011 -3.060
C -0.822 2.207 -2.891
C -0.347 0.785 -4.874
H 0.918 -3.417 -3.851
H -0.145 -2.141 -4.436
H -0.251 -2.663 -2.761
H 2.911 -3.009 -2.587
H 1.857 -2.451 -1.273
H 3.224 -1.461 -1.790
H 2.821 -2.091 -4.763
H 3.201 -0.478 -4.211
H 1.794 -0.752 -5.245
H 1.690 2.259 -2.688
H 2.888 1.025 -3.052
H 2.333 1.119 3.264
H 3.243 -0.322 2.835
H 1.389 0.284 5.074
H 0.060 -0.820 5.452
H -0.164 0.914 5.605
H 0.692 2.240 3.305
H -0.996 2.241 3.795
H -0.571 1.840 2.127
H -1.745 -1.317 3.783
H -2.064 -0.125 2.507
H -2.271 0.312 4.196
H 1.238 -2.380 4.947
H 2.757 -1.718 4.331
H 2.430 -3.441 4.214
H -0.631 -3.000 3.432
H 0.449 -4.271 2.874
H -0.350 -3.218 1.702
H 3.329 -2.269 1.844
H 2.023 -2.569 0.698
H 2.533 -3.840 1.818
H 5.010 1.938 2.645
H 6.745 3.283 1.491
H 6.563 3.778 -0.908
H 4.641 2.942 -2.235
H -2.165 0.063 -1.999
H -1.847 -1.065 -3.328
H -2.731 0.422 -3.636
H -0.738 2.292 -1.802
H -1.828 2.527 -3.173
H -0.120 2.894 -3.362
H -0.361 -0.203 -5.331
H 0.603 1.268 -5.109
H -1.138 1.371 -5.349
C -5.819 -6.796 -2.667
C -4.723 -6.603 -1.609
C -3.679 -7.711 -1.794
C -5.384 -6.771 -0.231
C -4.089 -5.164 -1.738
O -5.067 -4.182 -1.450
C -3.493 -4.944 -3.141
C -3.036 -3.526 -3.530
C -4.138 -2.513 -3.739
C -4.978 -2.597 -4.845
C -5.987 -1.666 -5.055
C -6.151 -0.633 -4.148
Cl -7.400 0.548 -4.407
C -5.327 -0.522 -3.040
C -4.332 -1.466 -2.845
C -3.018 -5.019 -0.631
N -2.595 -3.658 -0.325
C -1.412 -3.095 -0.570
N -1.413 -1.845 -0.139
C -2.662 -1.701 0.394
N -3.396 -2.781 0.311
H -6.322 -7.746 -2.487
H -5.428 -6.831 -3.683
H -6.585 -6.019 -2.611
H -4.166 -8.683 -1.693
H -2.893 -7.671 -1.037
H -3.214 -7.684 -2.780
H -6.061 -7.625 -0.256
H -5.959 -5.887 0.042
H -4.659 -6.974 0.559
H -5.679 -4.119 -2.192
H -4.239 -5.243 -3.879
H -2.652 -5.630 -3.272
H -2.486 -3.628 -4.471
H -2.325 -3.125 -2.809
H -4.842 -3.395 -5.568
H -6.634 -1.734 -5.919
H -5.461 0.285 -2.332
H -3.705 -1.383 -1.967
H -2.118 -5.558 -0.925
H -3.386 -5.443 0.298
H -0.588 -3.620 -1.023
H -3.039 -0.766 0.769
C -5.223 3.136 -0.343
N -3.800 3.401 -0.152
C -3.314 4.663 -0.117
C -1.995 4.912 0.025
C -1.146 3.768 0.128
N -1.608 2.535 0.096
C -2.937 2.296 -0.055
O -3.416 1.169 -0.117
N 0.187 3.918 0.257
H -5.783 4.039 -0.116
H -5.530 2.333 0.321
H -5.421 2.830 -1.370
H -4.045 5.455 -0.209
H -1.612 5.920 0.055
H 0.617 4.824 0.246
H 0.769 3.094 0.273


Entry 6:
17
Properties=species:S:1:pos:R:3 method="wB97M-V/def2-TZVPD" gap_ha=0.377 homo_energy_ha=-0.3540 smiles="CC(=O)O.CC(N)=O" de_lowest_kcal_mol=40.5
C -2.315 -0.253 0.042
C -1.152 0.334 -0.627
C 2.114 0.110 0.411
C 2.754 -0.740 -0.740
H -3.994 0.123 1.029
H -3.594 1.488 0.150
H -0.243 0.198 0.164
H -1.421 1.418 -0.634
H -0.589 -0.195 -1.593
H 1.549 0.380 2.055
H 3.078 -0.129 -1.562
H 3.582 -1.203 -0.182
H 1.967 -1.492 -1.082
N -3.321 0.540 0.488
O -2.272 -1.398 0.338
O 1.861 1.256 0.183
O 1.996 -0.438 1.560


Entry 7:
19
Properties=species:S:1:pos:R:3 method="wB97M-V/def2-TZVPD" gap_ha=0.317 homo_energy_ha=-0.3209 smiles="C=C(C)C.CSN=O" de_lowest_kcal_mol=114.5
C 1.587 -1.169 -1.203
C 2.124 -0.215 -0.418
C 1.395 1.078 -0.264
C 3.174 -0.457 0.568
C -4.278 -0.046 0.757
N -1.818 0.123 -0.773
O -1.658 1.178 -0.189
S -3.213 -0.748 -0.545
H 0.619 -0.971 -1.682
H 1.964 -2.110 -1.445
H 2.067 2.026 -0.146
H 0.754 1.121 0.768
H 0.717 1.335 -1.001
H 3.826 -1.297 0.350
H 2.693 -0.603 1.519
H 3.681 0.551 0.543
H -3.792 0.688 1.519
H -4.651 -0.945 1.380
H -5.192 0.462 0.262


Entry 8:
20
Properties=species:S:1:pos:R:3 method="wB97M-V/def2-TZVPD" gap_ha=0.259 homo_energy_ha=-0.2447 smiles="C=C(C)N.O.O.O" de_lowest_kcal_mol=93.8
C 1.371 -1.779 2.608
C 0.313 -0.758 2.078
C 0.463 0.587 2.451
N -0.654 -1.235 1.226
H 2.226 -1.608 2.006
H 0.944 -2.815 2.344
H 1.654 -1.409 3.636
H -0.319 1.185 2.950
H 1.204 1.124 2.086
H -1.101 -0.661 0.482
H -1.138 -2.084 1.366
H -1.148 6.557 0.976
H 0.121 6.697 0.152
O -0.089 6.323 1.014
H -0.040 -0.374 -3.214
H -1.034 -1.557 -3.156
O -0.519 -0.942 -2.575
H -0.223 -2.555 -4.808
H -1.180 -2.680 -6.171
O -0.850 -2.014 -5.453


Entry 9:
14
Properties=species:S:1:pos:R:3 method="wB97M-V/def2-TZVPD" gap_ha=0.307 homo_energy_ha=-0.5002 charge=+1 de_lowest_kcal_mol=134.1
C 2.487 0.636 -0.280
C 0.844 -1.190 0.146
C -1.138 0.150 -0.096
N 3.464 0.018 -0.058
N -0.148 -0.575 0.670
O 4.261 -0.825 -0.246
O 1.743 1.739 -0.173
H 0.906 -1.273 -0.999
H 1.426 -1.817 0.660
H -2.014 0.177 0.374
H -0.934 1.146 -0.119
H -1.351 -0.212 -1.029
H 2.314 2.284 0.360
H -0.163 -0.769 1.634


Entry 10:
109
Properties=species:S:1:pos:R:3 method="wB97M-V/def2-TZVPD" gap_ha="0.140 / 0.142" homo_energy_ha="-0.0115 / -0.0137" charge=-2 de_lowest_kcal_mol=24.9
Na -0.435 -0.426 -2.022
C 3.888 -1.993 -0.997
C 3.088 -1.012 -0.199
C 3.676 0.166 0.249
C 2.892 1.083 0.968
N 1.636 0.880 1.229
N 1.008 -0.268 0.750
B -0.400 -0.250 0.999
N -1.270 -1.369 1.250
N -0.735 -2.349 2.047
C -1.448 -3.432 2.227
C -2.733 -3.599 1.698
C -3.270 -2.594 0.860
C -4.588 -2.779 0.175
C -2.510 -1.476 0.616
S -2.892 -0.215 -0.498
C -0.776 -4.537 3.036
C -0.651 -5.781 2.144
C -1.616 -4.869 4.275
C 0.627 -4.117 3.477
N -0.913 1.111 1.536
N -1.199 0.964 2.823
C -1.643 1.979 3.508
C -1.935 3.198 2.871
C -1.676 3.358 1.539
C -2.184 4.555 0.805
C -1.042 2.276 0.864
S -0.507 2.316 -0.781
C -1.889 1.763 4.993
C -3.387 1.926 5.284
C -1.446 0.362 5.415
C -1.093 2.808 5.786
C 1.733 -1.252 0.027
S 0.945 -2.622 -0.605
C 3.504 2.357 1.545
C 2.443 3.273 2.150
C 4.506 1.961 2.637
C 4.225 3.125 0.428
H 4.932 -1.677 -1.058
H 3.476 -2.074 -2.006
H 3.833 -2.992 -0.559
H 4.722 0.361 0.051
H -3.292 -4.508 1.880
H -5.072 -3.699 0.512
H -4.452 -2.829 -0.910
H -5.254 -1.935 0.364
H -1.631 -6.165 1.856
H -0.111 -6.573 2.672
H -0.102 -5.525 1.236
H -2.622 -5.190 4.000
H -1.705 -3.991 4.920
H -1.144 -5.672 4.850
H 1.236 -3.866 2.609
H 1.097 -4.939 4.028
H 0.588 -3.237 4.119
H -2.430 3.992 3.418
H -2.855 5.128 1.447
H -2.725 4.221 -0.083
H -1.367 5.174 0.438
H -3.967 1.217 4.691
H -3.735 2.934 5.049
H -3.585 1.739 6.342
H -2.014 -0.404 4.889
H -1.594 0.244 6.492
H -0.394 0.197 5.181
H -1.393 3.825 5.526
H -0.025 2.708 5.583
H -1.255 2.670 6.858
H 1.858 2.747 2.908
H 1.758 3.645 1.386
H 2.938 4.129 2.622
H 3.995 1.442 3.451
H 4.992 2.852 3.046
H 5.279 1.297 2.243
H 3.533 3.338 -0.389
H 5.076 2.566 0.032
H 4.596 4.078 0.816
O 1.537 1.660 -6.949
C 2.584 1.729 -6.107
C 3.792 2.221 -6.604
C 4.900 2.326 -5.783
C 4.825 1.940 -4.449
C 3.630 1.442 -3.957
C 2.502 1.327 -4.764
C 1.255 0.772 -4.136
O 1.303 0.379 -2.958
N 0.181 0.770 -4.940
N -0.989 0.450 -4.293
C -1.971 0.203 -5.045
S -1.886 0.213 -6.832
C -3.574 -0.418 -7.049
C -4.430 0.116 -5.915
S -3.548 -0.204 -4.362
H 0.767 1.337 -6.391
H 3.829 2.524 -7.644
H 5.828 2.717 -6.186
H 5.687 2.029 -3.800
H 3.528 1.127 -2.925
H -3.564 -1.508 -7.034
H -3.937 -0.079 -8.021
H -5.394 -0.390 -5.865
H -4.596 1.188 -6.031
N -1.602 -3.334 -4.100
N -0.485 -2.545 -3.683
H -1.398 -3.843 -4.953
H -2.365 -2.695 -4.292
H 0.141 -2.319 -4.447
H 0.030 -3.037 -2.962
S 0.301 4.156 -1.146


Entry 11:
17
Properties=species:S:1:pos:R:3 method="wB97M-V/def2-TZVPD" multiplicity=3 gap_ha="0.167 / 0.259" homo_energy_ha="-0.1328 / -0.3605" de_lowest_kcal_mol=95.7
C -0.149 -0.109 2.247
C -0.330 0.566 1.141
C -1.456 0.088 -1.074
C 1.007 0.809 -0.981
C -0.228 -0.057 -0.239
P 0.426 -1.853 -0.138
H -0.215 0.271 3.336
H 0.195 -1.178 2.215
H -0.636 1.571 1.023
H -1.122 -0.004 -2.167
H -2.244 -0.590 -0.688
H -1.993 1.091 -0.779
H 1.267 0.298 -1.925
H 2.019 0.668 -0.375
H 0.700 1.844 -1.154
H 1.404 -1.670 0.725
H 1.355 -1.745 -1.165


Entry 12:
13
Properties=species:S:1:pos:R:3 method="wB97M-V/def2-TZVPD" multiplicity=2 gap_ha="0.265 / 0.261" homo_energy_ha="-0.4523 / -0.4764" charge=+1 de_lowest_kcal_mol=18.4
O 2.645 1.073 -0.703
C 2.176 0.067 -1.116
O 2.028 -1.084 -0.859
O 0.101 0.352 1.612
C 0.074 1.394 0.890
C -0.514 -0.945 0.696
O -0.519 0.931 -0.459
C -1.427 -0.239 -0.299
Li 2.004 2.411 0.652
H -1.018 -1.427 1.542
H -0.080 -1.871 0.304
F -2.658 -0.219 0.432
Hg -2.812 -0.444 -2.691


Entry 13:
7
Properties=species:S:1:pos:R:3 method="wB97M-V/def2-TZVPD" multiplicity=3 gap_ha="0.222 / 0.221" homo_energy_ha="-0.2368 / -0.3689"
C 0.997 0.717 1.807
N 1.849 0.122 2.288
N -1.045 -2.327 -1.387
N -0.839 -1.225 -1.359
N -0.898 -0.033 -1.429
S -0.231 1.588 1.035
S 0.168 1.158 -0.955


Entry 14:
63
Properties=species:S:1:pos:R:3 method="wB97M-V/def2-TZVPD" gap_ha=0.148 homo_energy_ha=-0.5849 charge=+3
W 0.254 -0.264 -0.621
C 0.900 4.074 -0.128
C 1.130 2.666 -0.562
N 0.067 1.820 -0.575
N -1.144 2.450 -0.446
C -2.178 1.738 -0.669
S -2.035 0.003 -1.064
S -3.756 2.451 -0.813
C -4.662 1.785 0.659
C -4.060 2.168 1.977
C -2.965 1.470 2.479
C -2.393 1.820 3.695
C -2.924 2.874 4.427
C -4.029 3.559 3.945
C -4.591 3.211 2.721
C 2.422 2.268 -1.047
C 3.526 3.148 -0.976
C 4.691 2.872 -1.644
C 4.794 1.715 -2.426
C 3.741 0.827 -2.513
C 2.586 1.093 -1.808
O 1.565 0.202 -1.847
H -0.010 4.181 0.446
H 0.813 4.703 -1.021
H 1.749 4.440 0.445
H -4.778 0.710 0.531
H -5.633 2.255 0.502
H -2.584 0.616 1.923
H -1.547 1.263 4.086
H -2.486 3.151 5.378
H -4.464 4.361 4.527
H -5.457 3.753 2.353
H 3.462 4.052 -0.390
H 5.526 3.558 -1.576
H 5.710 1.508 -2.966
H 3.805 -0.076 -3.107
C 1.237 -3.610 -4.546
N 1.833 -3.501 -3.198
C 3.046 -4.048 -2.815
C 3.246 -3.714 -1.520
N 2.145 -2.981 -1.111
B 1.910 -2.366 0.261
N 0.532 -2.805 0.840
C 0.059 -4.077 0.912
C -1.158 -4.032 1.538
N -1.416 -2.729 1.830
C -2.619 -2.209 2.515
C -0.378 -1.985 1.405
S -0.157 -0.283 1.745
C 1.309 -2.858 -2.155
S -0.261 -2.093 -2.123
H 2.036 -3.695 -5.273
H 0.646 -2.725 -4.755
H 0.604 -4.493 -4.604
H 3.654 -4.627 -3.493
H 4.068 -3.943 -0.859
H 1.801 -1.092 0.123
H 2.799 -2.549 1.030
H 0.605 -4.923 0.523
H -1.841 -4.829 1.794
H -3.296 -3.036 2.701
H -3.110 -1.473 1.882
H -2.340 -1.753 3.461


Entry 15:
8
Properties=species:S:1:pos:R:3 method="wB97M-V/def2-TZVPD" gap_ha=0.277 homo_energy_ha=-0.1415 charge=-1 de_lowest_kcal_mol=51.3
C -0.904 -1.440 0.329
C 2.062 -1.063 -1.517
N -1.726 -2.240 0.163
O 0.522 0.831 0.062
O 2.482 -0.220 -2.207
O 1.990 -2.043 -0.933
H -0.356 -0.518 0.383
H -0.090 1.532 -0.367


Number 1: electronic energy -682.82170 Ha. Number 2: electronic energy -194.21342 Ha. Number 3: electronic energy -728.27450 Ha. Number 4: electronic energy -286.46525 Ha. Number 5: electronic energy -3634.18720 Ha. Number 6: electronic energy -438.26447 Ha. Number 7: electronic energy -725.14249 Ha. Number 8: electronic energy -402.43096 Ha. Number 9: electronic energy -378.04018 Ha. Number 10: electronic energy -4715.56620 Ha. Number 11: electronic energy -538.16027 Ha. Number 12: electronic energy -714.98642 Ha. Number 13: electronic energy -1053.27761 Ha. Number 14: electronic energy -3017.73641 Ha. Number 15: electronic energy -357.91740 Ha.